ORCA calculation (ωB97M-V/def2-TZVPD) on a structure of composition C4H6EuLiO2.

Cartesian coordinates (Å):
O 0.404 -2.094 -0.668
C 0.311 -1.851 0.686
C 1.405 -1.462 1.410
Eu -1.874 -1.671 -0.470
Li 1.559 -0.508 -1.126
H 2.422 -1.672 1.036
H 1.342 -1.224 2.474
C -0.786 1.540 -0.879
C -0.005 1.575 0.220
O -1.895 0.700 -0.927
H -0.764 2.287 -1.672
H 0.810 2.299 0.244
H -0.301 1.029 1.119
H -2.627 1.051 -1.447

total charge	+1
2S+1	8
HOMO energy (spin up / spin down)	-10.28 / -10.36	eV
gap between HOMO and LUMO (spin up / spin down)	6.218 / 6.317	eV

ORCA calculation (ωB97M-V/def2-TZVPD) on the molecule C4H6O2.

Cartesian coordinates (Å):
O 0.128 -1.705 -0.651
C -0.029 -0.301 -0.630
C -1.183 0.211 0.252
C -0.629 1.171 1.286
O 0.655 1.243 1.069
C 1.175 0.439 -0.037
H 0.133 -2.023 0.261
H -1.975 0.721 -0.308
H -1.687 -0.609 0.781
H -0.173 -0.026 -1.676
H 1.918 -0.249 0.376
H 1.668 1.129 -0.723

total charge	0
HOMO energy	-8.61	eV
gap between HOMO and LUMO	9.363	eV

ORCA calculation (ωB97M-V/def2-TZVPD) on a structure of composition C38H50BCaN7OP.

Cartesian coordinates (Å):
Ca 0.330 -1.013 -1.317
C -3.226 2.074 4.701
C -2.153 1.955 3.616
C 0.031 2.478 4.883
C -1.720 0.519 3.452
C -1.738 -0.579 4.353
C -1.282 -1.646 3.616
N -0.998 -1.189 2.367
N -1.282 0.138 2.271
B -0.528 -1.767 1.055
N 0.695 -2.712 1.054
C 1.169 -3.645 1.890
C 2.282 -4.219 1.305
C 2.423 -3.576 0.064
N 1.461 -2.666 -0.083
C 3.479 -3.754 -0.994
C 4.441 -2.556 -1.013
C 4.244 -5.060 -0.799
N -1.659 -2.399 0.179
C -2.798 -3.028 0.494
C -3.434 -3.388 -0.681
C -2.601 -2.928 -1.711
N -1.528 -2.323 -1.188
C -2.800 -3.004 -3.201
C -3.686 -4.185 -3.582
C -3.384 -1.692 -3.744
H -3.718 3.048 4.644
H -2.793 1.977 5.704
H -3.989 1.299 4.590
H -2.600 2.238 2.660
H -0.442 2.168 5.818
H 0.751 3.267 5.120
H 0.581 1.616 4.494
H -2.046 -0.590 5.394
H -1.133 -2.684 3.900
H -0.168 -0.774 0.467
H 0.697 -3.849 2.843
H 2.892 -5.010 1.715
H 2.970 -3.796 -1.959
H 4.986 -2.498 -0.064
H 3.915 -1.610 -1.148
H 5.175 -2.666 -1.816
H 4.793 -5.047 0.149
H 4.973 -5.194 -1.601
H 3.576 -5.927 -0.796
H -3.086 -3.185 1.527
H -4.368 -3.925 -0.773
H -1.819 -3.149 -3.651
H -4.700 -4.048 -3.194
H -3.293 -5.126 -3.189
H -3.756 -4.271 -4.668
H -4.344 -1.479 -3.265
H -3.551 -1.762 -4.823
H -2.714 -0.851 -3.553
N 2.663 -0.182 0.859
C 3.372 0.943 0.383
C 4.738 1.067 0.642
C 5.456 2.137 0.135
C 4.829 3.111 -0.636
C 3.479 2.981 -0.910
C 2.739 1.901 -0.419
P 0.969 1.650 -0.816
C 0.853 2.333 -2.501
C 0.078 3.401 -2.941
C 0.030 3.725 -4.296
C 0.755 2.989 -5.223
C 1.537 1.924 -4.795
C 1.577 1.599 -3.450
C 0.140 2.688 0.448
C -0.915 3.734 0.369
C -1.183 4.197 1.599
C -0.308 3.503 2.600
C -1.006 2.975 3.879
C 0.458 2.539 1.740
H 3.181 -0.778 1.482
H 1.737 -0.017 1.213
H 5.233 0.317 1.252
H 6.516 2.213 0.350
H 5.389 3.954 -1.027
H 2.987 3.728 -1.524
H -0.480 4.004 -2.239
H -0.572 4.565 -4.621
H 0.717 3.247 -6.274
H 2.123 1.357 -5.509
H 2.224 0.791 -3.124
H -1.410 4.073 -0.530
H -1.897 4.976 1.853
H 0.438 4.242 2.944
H -1.499 3.850 4.313
H 1.203 1.878 2.157
C -3.840 1.725 -0.805
C -2.901 0.545 -0.770
O -1.733 0.766 -1.619
H -4.673 1.553 -0.117
H -4.261 1.871 -1.807
H -3.327 2.641 -0.498
H -3.408 -0.361 -1.101
H -2.515 0.388 0.226
H -2.018 1.252 -2.400

total charge	+1
HOMO energy	-10.53	eV
gap between HOMO and LUMO	7.918	eV

ORCA calculation (ωB97M-V/def2-TZVPD) on a cluster of 7 separate species, C38H97N7O12 in total.

Cartesian coordinates (Å):
C -14.864 8.985 2.660
O -13.862 9.172 1.673
C -14.373 9.616 0.429
C -13.203 9.835 -0.469
N -12.394 8.626 -0.531
C -11.424 8.617 -1.642
C -10.287 9.628 -1.566
O -9.094 9.208 -0.947
C -9.224 8.463 0.239
H -15.491 8.133 2.372
H -15.473 9.884 2.799
H -14.315 8.738 3.563
H -14.943 10.539 0.592
H -15.016 8.826 0.018
H -12.661 10.738 -0.153
H -13.533 10.038 -1.494
H -11.867 8.535 0.328
H -12.040 8.842 -2.520
H -11.053 7.608 -1.824
H -10.642 10.585 -1.155
H -10.022 9.909 -2.592
H -9.604 9.084 1.062
H -8.216 8.146 0.502
H -9.849 7.577 0.123
C -22.871 6.760 6.471
O -23.872 6.047 5.842
C -24.750 6.819 5.043
C -25.567 5.852 4.228
N -26.524 5.160 5.110
C -27.307 4.164 4.380
C -26.693 2.772 4.357
O -26.119 2.528 5.626
C -25.396 1.325 5.688
H -23.211 7.516 7.201
H -22.233 7.350 5.795
H -22.258 6.055 7.033
H -24.146 7.466 4.389
H -25.394 7.441 5.672
H -24.937 5.118 3.713
H -26.196 6.450 3.565
H -26.044 4.656 5.847
H -27.503 4.541 3.371
H -28.319 4.138 4.803
H -25.918 2.704 3.581
H -27.437 1.990 4.166
H -24.519 1.463 6.330
H -25.028 0.980 4.720
H -25.991 0.537 6.167
C -18.494 8.282 9.726
O -18.972 7.120 10.337
C -19.158 7.313 11.733
C -19.876 6.112 12.305
N -20.043 6.259 13.742
C -21.238 6.983 14.148
C -21.165 7.576 15.536
O -21.674 6.685 16.501
C -21.823 7.303 17.754
H -17.437 8.486 9.921
H -19.177 9.130 9.853
H -18.526 8.153 8.633
H -19.717 8.236 11.931
H -18.168 7.404 12.197
H -19.239 5.238 12.152
H -20.849 5.947 11.822
H -19.963 5.386 14.240
H -22.139 6.338 14.134
H -21.485 7.741 13.403
H -21.628 8.576 15.567
H -20.114 7.800 15.792
H -22.614 8.057 17.743
H -20.879 7.784 18.058
H -22.006 6.529 18.496
C -23.195 3.208 9.699
O -22.129 3.604 8.875
C -20.869 3.543 9.536
C -19.844 4.113 8.577
N -19.685 3.364 7.336
C -18.979 2.073 7.527
C -18.477 1.584 6.183
O -19.580 1.181 5.405
C -19.191 0.436 4.281
H -24.127 3.495 9.202
H -23.193 3.787 10.629
H -23.240 2.124 9.836
H -20.628 2.487 9.734
H -20.897 4.092 10.481
H -18.859 4.153 9.054
H -20.094 5.162 8.387
H -20.599 3.005 7.064
H -19.673 1.282 7.847
H -18.178 2.145 8.262
H -17.731 0.781 6.277
H -17.912 2.395 5.692
H -20.080 0.090 3.760
H -18.554 -0.417 4.544
H -18.612 1.061 3.585
C -10.175 2.409 11.878
O -10.714 1.674 10.798
C -9.683 1.314 9.886
C -10.333 0.596 8.715
N -11.310 1.440 8.011
C -10.722 2.467 7.149
C -11.841 3.126 6.377
O -12.645 3.833 7.306
C -13.320 4.940 6.777
H -9.328 1.907 12.350
H -10.969 2.578 12.602
H -9.871 3.401 11.515
H -8.970 0.677 10.422
H -9.210 2.240 9.535
H -10.907 -0.255 9.079
H -9.539 0.348 8.008
H -11.856 1.925 8.718
H -10.061 1.953 6.448
H -10.235 3.278 7.709
H -12.435 2.345 5.883
H -11.485 3.806 5.595
H -13.578 4.763 5.722
H -12.773 5.877 6.886
H -14.320 4.976 7.217
C -19.591 4.497 2.460
C -20.884 4.555 3.257
C -21.630 3.228 3.251
O -22.055 2.737 1.992
C -22.983 3.563 1.318
N -20.654 5.036 4.605
H -19.022 3.587 2.653
H -18.954 5.352 2.697
H -19.823 4.592 1.398
H -21.536 5.271 2.750
H -22.505 3.329 3.923
H -21.042 2.416 3.683
H -23.892 3.613 1.931
H -23.193 3.110 0.354
H -22.582 4.565 1.155
H -20.075 4.402 5.153
H -21.517 5.140 5.124
C -16.141 7.567 5.591
C -17.611 7.181 5.689
C -18.513 7.967 4.762
O -18.694 9.256 5.287
C -19.828 9.890 4.781
N -17.773 5.712 5.698
H -15.845 7.350 4.563
H -15.549 6.899 6.219
H -15.966 8.599 5.890
H -17.926 7.473 6.701
H -19.485 7.444 4.759
H -18.160 7.953 3.720
H -19.754 10.028 3.694
H -20.003 10.844 5.276
H -20.748 9.311 4.977
H -18.616 5.411 5.222
H -17.953 5.413 6.648

total charge	0
HOMO energy	-8.62	eV
gap between HOMO and LUMO	9.306	eV

Relative energy (zero: lowest compared OMol25 entry of this formula, charge and spin)
In order: 0.191; 3.129; 2.867; 0.810
Unit: eV
Electronic energy
In order: -1024.0493; -306.3913; -2980.3237; -2791.8901
Unit: Eh